## w
ORCA calculation (ωB97M-V/def2-TZVPD) on the molecule C4H7FN2.

XYZ file:
```
14
Properties=species:S:1:pos:R:3
N -1.9099 -0.7261 -0.2185
N -1.8231 0.6428 -0.0193
C -0.7217 1.2839 0.0015
C 0.5240 0.4665 -0.3046
C 0.7640 -0.9125 0.3552
C 1.8149 0.1688 0.4280
F 2.8570 0.0948 -0.4773
H -3.0191 -1.0435 0.0044
H -1.4247 -1.1828 -0.9065
H -0.5950 2.3314 0.1982
H 0.4662 0.5174 -1.3954
H 0.0992 -0.7626 1.2683
H 0.9316 -1.7027 -0.2915
H 2.0366 0.8247 1.3576
```

Output
HOMO energy: -8.64 eV
SMILES: N/N=C\[C@@H]1C[C@H]1F
E_LUMO: 1.05 eV
Frontier orbital gap: 9.69 eV
2S+1: 1


## x
ORCA calculation (ωB97M-V/def2-TZVPD) on a structure of composition C4H7FN2.

XYZ file:
```
14
Properties=species:S:1:pos:R:3
C -0.1743 -0.0864 1.6861
C 0.0385 -0.4766 0.1705
C -0.4602 0.6674 -0.8251
C -0.5486 1.9059 -0.3603
H -0.0127 -1.0751 2.2384
H 0.5872 0.5870 2.1300
H -1.0954 0.4159 2.1112
H -0.8729 0.2261 -1.8268
H -0.1954 2.1947 0.7096
H 1.8150 -1.0116 -1.6955
H 1.0511 -2.7520 -1.5225
N 0.3309 -1.6607 -0.2124
N 0.7790 -1.7653 -1.5751
F -1.2422 2.8308 -1.0281
```

Output
HOMO energy: -8.72 eV
E_LUMO: 0.51 eV
Frontier orbital gap: 9.23 eV
2S+1: 1


It is w that is the least stable of them.


## w
ORCA calculation (ωB97M-V/def2-TZVPD) on a cluster of 3 separate species, C3H8O2 in total.

XYZ file:
```
13
Properties=species:S:1:pos:R:3
C 1.4700 -0.8166 -0.5984
C -0.3936 0.2603 1.2024
O 0.3657 1.2079 1.2321
C -1.3552 0.1359 0.0383
O -1.1334 1.3120 -0.7159
H 2.1362 -0.9707 -1.4437
H 1.0965 -1.8176 -0.2737
H 2.0944 -0.4735 0.2561
H -0.4833 -0.4097 2.0658
H -0.4699 1.7827 -0.1374
H -1.1003 -0.7116 -0.6055
H -2.3820 -0.0161 0.3949
H 0.1550 0.5170 -1.4151
```

Output
HOMO energy (spin up / spin down): -8.81 / -8.81 eV
E_LUMO (spin up / spin down): 0.37 / 0.37 eV
Frontier orbital gap (spin up / spin down): 9.18 / 9.18 eV
2S+1: 1


## x
ORCA calculation (ωB97M-V/def2-TZVPD) on a cluster of 2 separate species, C3H8O2 in total.

XYZ file:
```
13
Properties=species:S:1:pos:R:3
C -0.0427 0.5247 -0.7111
C -0.9319 -0.1528 0.3080
C -1.6968 -1.3636 -0.1301
O -2.2623 -1.4323 -1.1659
H 0.6373 1.1596 -0.2346
H -0.6922 1.0917 -1.4071
H 0.5369 -0.1055 -1.3479
H -0.3313 -0.3562 1.2427
H -1.6874 0.7699 0.4708
H -1.6513 -2.1674 0.6709
O 2.4014 0.4757 0.6699
H 3.2569 0.1721 1.0087
H 2.4637 1.3840 0.6257
```

Output
HOMO energy: -9.61 eV
SMILES: CCC=O.O
E_LUMO: 0.60 eV
Frontier orbital gap: 10.21 eV
2S+1: 1


## y
ORCA calculation (ωB97M-V/def2-TZVPD) on the molecule C3H8O2.

XYZ file:
```
13
Properties=species:S:1:pos:R:3
O -0.8604 -0.9764 -1.6100
C -0.9522 -1.0952 -0.2005
C 0.1846 -0.4199 0.5206
C 0.2468 1.0764 0.2555
O 1.4772 1.6110 0.7475
H 0.0700 -0.8585 -1.8369
H -1.0476 -2.1439 0.0561
H -1.9138 -0.6683 0.0816
H 1.1494 -0.8852 0.3223
H 0.0682 -0.5423 1.5969
H -0.5514 1.5642 0.8207
H 0.1160 1.3818 -0.7858
H 2.0131 1.9563 0.0320
```

Output
HOMO energy: -10.22 eV
SMILES: OCCCO
E_LUMO: 0.83 eV
Frontier orbital gap: 11.05 eV
2S+1: 1


It is w that is the least stable of them.